Record 1
Computed, not measured: 2 unconnected molecules or ions with the total composition CH4I2N2 at a distorted geometry, with ωB97M-V with the def2-TZVPD basis set.

**Energy relative to the best compared isomer or geometry (same formula, charge and spin)**: 0.8266 eV

The geometry in ORCA input format:
```
! wB97M-V def2-TZVPD RIJCOSX def2/J DEFGRID3
* xyz 0 1
C 1.479 0.399 -0.593
N 1.400 -0.717 -0.122
N -1.484 -0.131 1.101
I -1.591 1.719 0.186
I -2.073 -1.621 -0.145
H -2.074 0.064 1.860
H 1.296 1.295 0.048
H 1.484 0.444 -1.645
H 1.563 -1.452 -0.690
*
```

These are the Mulliken partial charges, in e, on atoms 1 to 6: atom 1 (C): -0.422, atom 2 (N): -0.418, atom 3 (N): -0.720, atom 4 (I): 0.148, atom 5 (I): 0.203, atom 6 (H): 0.373

Record 2
Computed, not measured: 3 unconnected molecules or ions with the total composition C3H9NO2 at a distorted geometry, with ωB97M-V with the def2-TZVPD basis set.

**Energy relative to the best compared isomer or geometry (same formula, charge and spin)**: 3.4208 eV

The geometry in ORCA input format:
```
! wB97M-V def2-TZVPD RIJCOSX def2/J DEFGRID3
* xyz 1 2
C 1.145 -0.194 1.707
C 2.182 -1.016 1.266
C -0.527 -1.407 0.553
N -0.201 -0.322 1.226
H 1.194 0.732 2.445
H 2.106 -2.036 0.983
H 3.160 -0.581 1.516
H -1.395 -1.374 -0.085
H 0.102 -2.383 0.510
H -0.789 2.531 -0.477
H -1.057 1.440 0.526
O -1.385 1.803 -0.328
H -0.844 0.840 -2.357
H -0.373 -0.265 -3.560
O -0.802 0.579 -3.327
*
```

These are the Mulliken partial charges, in e, on atoms 1 to 6: atom 1 (C): 0.423, atom 2 (C): -0.630, atom 3 (C): -0.095, atom 4 (N): -0.263, atom 5 (H): 0.388, atom 6 (H): 0.324

Record 3
Computed, not measured: 2 unconnected molecules or ions with the total composition C11H14N2S2 at a distorted geometry, with ωB97M-V with the def2-TZVPD basis set.

**Energy relative to the best compared isomer or geometry (same formula, charge and spin)**: 1.5041 eV

The geometry in ORCA input format:
```
! wB97M-V def2-TZVPD RIJCOSX def2/J DEFGRID3
* xyz 0 1
C 4.071 -0.528 -0.336
C 3.327 -1.639 0.243
C 3.577 0.737 -0.315
C 2.040 -1.359 0.823
C 2.301 1.013 0.160
C 1.523 -0.038 0.699
C 0.467 1.880 0.848
C -0.579 2.796 1.328
C -1.213 -1.862 0.414
C -1.832 -0.135 -1.969
C -1.692 -0.446 0.836
N 1.592 2.195 0.302
N 0.341 0.560 1.125
S -2.399 -0.428 2.418
S -2.523 0.506 -0.373
H 5.001 -0.838 -0.695
H 3.698 -2.648 0.392
H 4.127 1.628 -0.637
H 1.585 -2.054 1.474
H -1.066 3.108 0.363
H -1.253 2.270 1.937
H -0.172 3.709 1.710
H -1.116 -2.446 1.402
H -2.102 -2.345 -0.039
H -0.401 -1.919 -0.235
H -2.571 0.054 -2.649
H -1.714 -1.293 -1.938
H -1.046 0.538 -2.190
H -3.266 0.693 2.173
*
```

These are the Mulliken partial charges, in e, on atoms 1 to 6: atom 1 (C): -0.504, atom 2 (C): -0.585, atom 3 (C): -0.564, atom 4 (C): -0.654, atom 5 (C): 0.796, atom 6 (C): -0.009

Record 4
Computed, not measured: 2 unconnected molecules or ions with the total composition C5H14 at a distorted geometry, with ωB97M-V with the def2-TZVPD basis set.

**SMILES**: CCC.CC
**Energy relative to the best compared isomer or geometry (same formula, charge and spin)**: 0.2335 eV

The geometry in ORCA input format:
```
! wB97M-V def2-TZVPD RIJCOSX def2/J DEFGRID3
* xyz 0 1
C -2.984 0.850 -1.126
C -2.473 1.369 0.228
H -3.898 0.274 -0.983
H -3.281 1.708 -1.719
H -2.190 0.344 -1.661
H -1.771 2.194 0.109
H -3.266 1.781 0.859
H -1.984 0.558 0.772
C 2.338 -0.328 0.184
C 2.759 -1.448 1.122
C 0.893 -0.530 -0.329
H 2.460 0.661 0.630
H 2.984 -0.290 -0.685
H 2.847 -2.362 0.527
H 0.236 -0.417 0.534
H 0.627 0.030 -1.224
H 0.849 -1.584 -0.634
H 3.780 -1.228 1.441
H 2.073 -1.582 1.953
*
```

These are the Mulliken partial charges, in e, on atoms 1 to 6: atom 1 (C): -0.784, atom 2 (C): -0.769, atom 3 (H): 0.275, atom 4 (H): 0.267, atom 5 (H): 0.247, atom 6 (H): 0.264